{"formula": "C46H80N2O17PS2", "method": "ωB97M-V with the def2-TZVPD basis set", "symbols": ["C", "C", "N", "C", "S", "C", "C", "C", "P", "N", "O", "O", "C", "C", "C", "C", "C", "C", "C", "C", "O", "C", "C", "C", "C", "O", "C", "C", "C", "C", "C", "C", "C", "C", "S", "O", "O", "O", "H", "H", "H", "H", "H", "H", "H", "H", "H", "H", "H", "H", "H", "H", "H", "H", "H", "H", "H", "H", "H", "H", "H", "H", "H", "H", "H", "H", "H", "H", "H", "H", "H", "H", "H", "H", "H", "H", "H", "H", "H", "H", "H", "H", "H", "H", "H", "H", "H", "H", "O", "C", "O", "C", "C", "C", "H", "H", "H", "H", "H", "H", "O", "C", "O", "C", "C", "C", "H", "H", "H", "H", "H", "H", "O", "C", "O", "C", "C", "C", "H", "H", "H", "H", "H", "H", "O", "C", "O", "C", "C", "C", "H", "H", "H", "H", "H", "H", "O", "C", "O", "C", "C", "C", "H", "H", "H", "H", "H", "H"], "positions_angstrom": [[-0.28330, -2.20812, -4.47217], [0.45013, -2.24458, -3.53268], [1.33067, -1.97117, -2.45572], [1.65135, -3.30485, -1.75572], [0.76139, -4.73215, -2.42704], [0.67702, -5.74169, -0.90032], [-0.06884, -7.05887, -1.16592], [2.58832, -1.36619, -3.06024], [3.32876, -2.30581, -4.51504], [2.56135, -2.02982, -5.82816], [3.38099, -3.87613, -4.24069], [4.87079, -1.84570, -4.62496], [2.48395, 0.10502, -3.51178], [3.88374, 0.75860, -3.29553], [4.30365, 1.71388, -4.43645], [4.44301, 3.19009, -3.97478], [3.85299, 4.24762, -4.95849], [2.77630, 5.07996, -4.25410], [2.29425, 6.30682, -5.04865], [1.00676, 6.02996, -5.84008], [1.54191, 0.94602, -2.88213], [0.46153, 0.42615, -2.12855], [-0.86031, 0.59732, -2.95081], [-0.59782, 1.06859, -4.39675], [-0.37491, 2.57506, -4.53312], [0.60178, 2.81041, -5.56313], [0.04211, 2.72607, -6.84784], [0.67949, -0.97374, -1.48872], [1.60165, -0.78571, -0.28503], [2.64874, 0.09109, -0.20389], [-0.64046, -1.52869, -0.91931], [-1.36447, -0.54953, 0.02679], [-1.07236, -0.73822, 1.52297], [-2.04057, 0.17488, 2.33808], [-1.11856, 1.28019, 3.40112], [-1.98589, 1.77674, 4.41369], [-0.46433, 2.25470, 2.57761], [0.02539, 0.45864, 4.14729], [-0.73749, -2.17970, -5.43664], [1.41766, -3.28632, -0.69489], [2.72702, -3.44285, -1.83193], [1.69606, -5.88094, -0.53985], [0.16861, -5.12293, -0.15529], [0.61523, -7.87942, -0.95843], [-0.86564, -7.15204, -0.43032], [-0.45893, -7.10394, -2.17944], [3.34270, -1.41693, -2.27227], [3.12840, -1.59257, -6.54214], [4.11711, -4.13296, -3.66079], [4.96822, -1.19121, -5.32708], [2.31560, 0.16443, -4.58979], [3.76328, 1.38388, -2.40860], [4.64960, 0.02506, -3.04465], [3.63842, 1.65962, -5.30072], [5.30208, 1.42172, -4.77664], [5.50655, 3.39900, -3.84820], [3.97368, 3.35837, -3.00364], [3.49583, 3.78677, -5.87920], [4.66738, 4.94403, -5.17168], [1.92045, 4.45778, -3.97481], [3.19512, 5.44383, -3.31016], [3.06369, 6.72318, -5.70201], [2.06195, 7.08661, -4.31593], [1.23399, 5.32248, -6.64102], [0.31426, 5.49292, -5.18731], [0.52262, 6.92864, -6.21584], [0.35832, 1.10227, -1.28084], [-1.48012, 1.36318, -2.47880], [-1.45456, -0.30624, -3.03896], [-1.52411, 0.82801, -4.93109], [0.17938, 0.48714, -4.88904], [0.04025, 3.03205, -3.63554], [-1.28721, 3.08309, -4.85949], [-0.59240, 3.59112, -7.08328], [0.85079, 2.70539, -7.57965], [-0.55931, 1.82330, -7.01055], [1.41389, -1.44875, 0.56418], [3.67708, -0.24265, -0.06275], [2.49251, 1.16838, -0.26044], [-0.47892, -2.45836, -0.36666], [-1.34107, -1.78685, -1.71215], [-2.43062, -0.77981, -0.06786], [-1.26746, 0.49908, -0.24759], [-1.25648, -1.77322, 1.80691], [-0.06183, -0.42650, 1.77911], [-2.67811, 0.75820, 1.67852], [-2.63727, -0.46690, 2.98455], [0.87754, 0.77595, 3.80977], [4.36985, -6.66103, -1.20840], [4.85654, -7.20991, -2.15531], [4.41025, -7.02709, -3.42376], [5.12732, -7.90213, -4.32193], [6.42598, -8.23632, -3.60548], [5.99516, -8.20840, -2.14172], [4.51318, -8.78565, -4.50336], [5.28929, -7.38665, -5.26515], [6.85972, -9.18158, -3.92348], [7.16220, -7.45171, -3.78680], [5.60864, -9.17244, -1.80806], [6.78992, -7.87527, -1.48071], [3.07201, -1.14297, 7.24428], [2.10098, -0.82459, 7.87040], [1.82110, -1.31752, 9.09635], [0.53928, -0.83185, 9.54597], [0.28857, 0.43682, 8.74586], [1.00120, 0.12124, 7.43118], [-0.20929, -1.60381, 9.34873], [0.58001, -0.65132, 10.61584], [-0.75915, 0.67553, 8.63461], [0.77344, 1.28328, 9.23153], [0.35307, -0.40322, 6.72743], [1.41977, 1.00989, 6.96635], [-6.50557, 0.62546, 1.75558], [-6.46344, 1.48214, 2.59217], [-7.41487, 1.64211, 3.53550], [-7.13935, 2.81722, 4.32146], [-5.64688, 3.06563, 4.15376], [-5.40086, 2.55222, 2.73751], [-7.74578, 3.63992, 3.93702], [-7.42034, 2.62806, 5.35424], [-5.36251, 4.10452, 4.30643], [-5.08637, 2.45809, 4.86535], [-5.57177, 3.32551, 1.98882], [-4.40914, 2.12874, 2.62396], [-1.82302, 1.42254, 10.42073], [-2.50789, 0.58252, 10.92880], [-1.99344, -0.45143, 11.63553], [-3.04349, -1.35371, 12.03076], [-4.31702, -0.52148, 11.99330], [-4.01820, 0.46367, 10.86512], [-3.06854, -2.18535, 11.32317], [-2.82420, -1.74316, 13.02158], [-5.21408, -1.11738, 11.83873], [-4.43225, 0.02117, 12.93235], [-4.29642, 0.06578, 9.88774], [-4.48617, 1.43100, 11.02256], [-3.88851, 2.42011, -2.69314], [-4.66583, 3.15310, -2.14892], [-5.62130, 3.83485, -2.81355], [-6.32612, 4.70959, -1.91307], [-6.10572, 4.11490, -0.52916], [-4.71706, 3.49279, -0.67139], [-5.90619, 5.71293, -2.00728], [-7.37533, 4.74066, -2.19482], [-6.18558, 4.84897, 0.27115], [-6.84072, 3.32994, -0.34097], [-3.92178, 4.20658, -0.44820], [-4.60319, 2.59729, -0.06598]], "forces_ev_per_a": [[0.6, -0.1, -0.3], [-0.4, 0.9, 0.2], [-0.3, -0.8, -0.8], [0.5, -0.9, 0.4], [-0.1, -0.1, -0.1], [0.2, 0.8, 0.2], [0.5, 0.4, 0.6], [1.0, -0.2, 0.4], [-0.5, 0.0, -3.0], [0.0, 0.3, 0.8], [0.4, 0.8, 1.0], [-0.2, -0.4, 1.2], [0.9, 0.5, -0.4], [-0.5, 0.5, 0.1], [0.6, 0.2, 0.5], [-0.2, 0.1, -0.8], [0.4, 0.1, 1.1], [0.1, 0.3, -0.3], [-0.8, 0.2, 0.4], [0.5, -0.6, 0.3], [0.3, -0.5, 0.7], [-1.1, 0.0, -1.1], [0.5, 0.3, -0.7], [-1.2, -0.1, 0.4], [0.9, -0.2, -1.1], [0.0, 0.0, 0.3], [-0.1, 0.0, -0.5], [-1.2, 2.2, 2.5], [0.8, -0.3, -0.3], [-0.7, 0.1, 0.0], [-0.4, 0.0, -0.5], [-0.4, -0.6, 0.4], [-0.5, 1.0, -0.3], [1.1, -1.5, 0.4], [-0.6, 1.8, 0.1], [-0.5, -0.5, 0.3], [0.4, -0.4, -0.5], [-0.3, -0.4, -0.5], [-0.3, -0.1, 0.1], [-0.1, 0.5, -0.1], [0.0, 0.1, -0.1], [0.0, -0.3, -0.1], [-0.1, -0.1, 0.0], [-0.1, -0.1, -0.4], [-0.2, 0.0, -0.3], [-0.1, -0.2, 0.0], [-0.3, 0.0, 0.2], [-0.2, -0.1, -0.3], [-0.2, -0.4, 0.0], [0.1, 0.1, 0.0], [-0.4, -0.4, 0.1], [0.0, -0.2, 0.1], [0.0, 0.0, -0.3], [-0.2, -0.1, 0.1], [-0.1, -0.2, -0.2], [0.0, 0.0, 0.2], [0.0, -0.2, 0.0], [0.0, 0.1, 0.0], [-0.1, 0.0, -0.5], [0.0, 0.0, -0.1], [0.1, -0.1, 0.0], [0.1, -0.2, 0.0], [0.1, 0.1, -0.1], [-0.2, 0.2, -0.2], [-0.1, 0.2, 0.0], [0.1, 0.0, -0.1], [0.3, -0.1, 0.1], [-0.1, -0.2, 0.1], [0.0, 0.0, 0.4], [0.1, 0.0, -0.1], [0.2, 0.2, 0.1], [-0.1, -0.1, 0.1], [-0.2, 0.0, 0.5], [0.0, 0.0, 0.2], [0.1, 0.0, 0.1], [0.1, 0.0, 0.2], [1.1, -1.2, -0.8], [-0.3, 0.1, 1.9], [0.3, -0.1, -1.8], [0.2, 0.0, 0.0], [0.2, 0.0, -0.1], [0.0, 0.1, -0.2], [0.1, 0.0, 0.0], [0.3, 0.0, 0.0], [0.2, -0.4, -0.1], [0.0, 0.4, 0.3], [-0.2, 0.3, 0.1], [0.0, -0.1, 0.0], [-0.2, 0.4, -0.1], [0.0, -0.4, 0.2], [0.2, 0.1, 0.2], [0.1, -0.1, -0.2], [0.1, 0.0, 0.1], [0.2, 0.2, -0.5], [0.0, 0.0, 0.0], [-0.2, 0.1, 0.0], [-0.1, 0.0, 0.0], [0.0, 0.0, 0.0], [0.0, 0.0, 0.1], [-0.1, -0.1, 0.2], [0.1, 0.0, 0.1], [0.0, -0.1, -0.4], [0.0, 0.0, 0.0], [-0.1, 0.1, 0.1], [0.2, -0.1, -0.4], [-0.1, 0.2, 0.6], [0.0, 0.0, 0.0], [0.1, -0.1, 0.0], [0.0, 0.0, 0.0], [-0.1, 0.0, 0.1], [0.1, 0.0, -0.1], [0.0, -0.1, -0.2], [0.0, -0.1, 0.1], [0.1, 0.1, -0.4], [0.0, 0.0, 0.0], [0.1, 0.2, 0.1], [0.1, 0.0, 0.0], [-0.1, 0.1, 0.7], [0.0, 0.0, 0.0], [-0.1, -0.1, -0.1], [-0.1, 0.0, 0.0], [0.0, 0.0, 0.0], [0.0, -0.1, 0.0], [0.1, 0.0, -0.2], [-0.1, 0.0, 0.3], [-0.2, 0.2, -0.3], [0.0, 0.0, 0.0], [-0.2, -0.1, 0.1], [-0.1, 0.1, -0.1], [0.0, -0.2, 0.5], [0.0, 0.0, 0.0], [0.2, 0.0, 0.0], [0.0, -0.1, 0.0], [0.0, 0.0, 0.0], [0.0, 0.1, 0.0], [0.1, 0.1, -0.2], [0.0, 0.0, -0.1], [0.3, 0.0, 0.1], [0.0, -0.1, 0.0], [-0.1, 0.1, 0.1], [0.1, -0.1, 0.1], [-0.5, 0.0, 0.0], [0.0, 0.0, 0.0], [0.1, -0.1, -0.2], [0.0, 0.1, -0.1], [0.0, 0.0, 0.0], [0.1, -0.1, 0.0], [0.2, 0.0, -0.1]], "mulliken_charge": [-0.07, -1.16, 1.50, -0.95, -0.16, -0.24, -1.13, -0.70, 0.56, -0.76, -0.41, -0.63, 0.09, -1.56, -1.30, -1.06, -0.53, -0.08, -0.78, -0.85, -0.12, -1.56, -1.16, -1.53, -1.06, -0.04, -1.06, 1.75, -0.53, -1.39, -0.86, -1.31, -0.33, -0.17, 1.26, -0.62, -0.66, -0.39, 0.59, 0.50, 0.61, 0.41, 0.26, 0.30, 0.34, 0.34, 1.09, 0.24, 0.21, 0.37, 0.86, 0.55, 0.65, 0.54, 0.56, 0.42, 0.53, 0.26, 0.46, -0.34, 0.49, 0.35, 0.35, 0.20, 0.12, 0.45, 1.13, 0.47, 0.56, 0.84, 0.19, 0.40, 0.45, 0.37, 0.28, 0.32, 0.67, 0.26, 0.28, 0.39, 0.78, 0.59, 0.39, 0.20, 0.14, -0.24, 0.50, 0.33, -0.57, 0.53, -0.35, -0.41, -0.51, -0.43, 0.25, 0.32, 0.34, 0.26, 0.28, 0.31, -0.59, 0.38, -0.37, -0.25, -0.41, -0.16, 0.17, 0.30, 0.32, 0.22, 0.06, 0.32, -0.60, 0.69, -0.39, -0.44, -0.64, 0.88, 0.23, 0.37, 0.40, 0.25, -0.13, -0.66, -0.58, 0.53, -0.30, -0.42, -0.51, -0.45, 0.26, 0.31, 0.33, 0.27, 0.24, 0.31, -0.48, 0.30, -0.39, -0.63, -0.55, 0.18, 0.26, 0.35, 0.44, 0.29, 0.28, 0.00], "e_homo_ha": -0.410, "e_tot_ha": -4326.69512, "spin_multiplicity": 1, "orbital_gap_ev": 8.0, "e_lumo_ev": -3.112, "total_charge": 1}